{
  "formula": "C5H10O",
  "method": "wB97M-V/def2-TZVPD",
  "e_tot_ha": -271.55100,
  "orbital_gap_ev": 9.8,
  "homo_ev": -9.2,
  "de_lowest_kj_mol": 529.35,
  "lumo_energy_ev": 0.52,
  "species": ["O", "C", "C", "C", "C", "C", "H", "H", "H", "H", "H", "H", "H", "H", "H", "H"],
  "positions_angstrom": [[-2.37, -0.43, -0.63], [-2.10, 0.78, -0.51], [0.02, 1.19, -0.49], [0.64, 0.06, -0.02], [1.46, -0.33, 1.14], [1.83, -0.78, -0.28], [-1.19, -1.21, -0.19], [-2.25, 1.29, 0.45], [-2.15, 1.43, -1.40], [-0.12, 2.02, 0.19], [0.13, 1.44, -1.54], [-0.38, -1.15, -0.03], [2.06, 0.44, 1.60], [1.10, -1.09, 1.82], [2.69, -0.31, -0.76], [1.71, -1.83, -0.52]]
}

{
  "formula": "C5H10O",
  "method": "wB97M-V/def2-TZVPD",
  "e_tot_ha": -271.71144,
  "smiles": "C[C@H]1C[C@H]1CO",
  "orbital_gap_ev": 11.2,
  "homo_ev": -10.2,
  "de_lowest_kj_mol": 108.12,
  "lumo_energy_ev": 1.04,
  "species": ["C", "C", "C", "C", "C", "O", "H", "H", "H", "H", "H", "H", "H", "H", "H", "H"],
  "positions_angstrom": [[0.76, 1.46, 0.41], [1.06, -0.01, 0.17], [0.47, -1.08, 1.05], [0.04, -0.96, -0.39], [-1.38, -0.53, -0.71], [-1.47, 0.41, -1.76], [0.94, 2.05, -0.50], [-0.27, 1.63, 0.74], [1.42, 1.87, 1.19], [2.07, -0.19, -0.16], [1.10, -1.91, 1.35], [-0.25, -0.77, 1.80], [0.44, -1.70, -1.08], [-1.95, -1.40, -1.05], [-1.88, -0.16, 0.20], [-1.06, 1.23, -1.44]]
}

{
  "formula": "C5H10O",
  "method": "wB97M-V/def2-TZVPD",
  "e_tot_ha": -271.49719,
  "orbital_gap_ev": [9.0, 7.9],
  "homo_ev": [-8.1, -7.5],
  "de_lowest_kj_mol": 670.62,
  "lumo_energy_ev": [0.97, 0.31],
  "species": ["C", "C", "C", "C", "C", "O", "H", "H", "H", "H", "H", "H", "H", "H", "H", "H"],
  "positions_angstrom": [[-0.26, -0.12, 0.27], [-2.38, 0.85, 0.33], [-0.52, -1.59, 0.12], [1.86, 0.19, -0.93], [2.69, 0.89, -0.19], [-0.23, 0.68, -0.69], [0.11, 0.20, 1.26], [2.04, -0.38, -1.83], [-2.94, 0.18, -0.32], [-2.47, 0.68, 1.40], [-2.30, 1.88, 0.01], [0.41, -2.13, 0.34], [-1.27, -1.90, 0.85], [-0.85, -1.82, -0.89], [3.76, 0.96, -0.41], [2.35, 1.45, 0.68]]
}

{
  "formula": "C5H10O",
  "method": "wB97M-V/def2-TZVPD",
  "e_tot_ha": -271.63565,
  "orbital_gap_ev": 10.1,
  "homo_ev": -9.5,
  "de_lowest_kj_mol": 307.09,
  "lumo_energy_ev": 0.59,
  "species": ["C", "C", "C", "C", "C", "H", "H", "H", "H", "H", "H", "H", "H", "H", "H", "O"],
  "positions_angstrom": [[1.50, 0.74, -0.24], [0.25, -0.12, 0.09], [0.19, -1.29, -0.83], [-1.00, 0.76, -0.11], [-1.98, 0.78, 0.84], [1.54, 1.47, 0.55], [2.47, 0.21, -0.10], [1.38, 1.23, -1.16], [-0.20, -0.99, -1.93], [-0.49, -2.14, -0.41], [1.29, -1.70, -1.01], [0.74, -1.54, 1.59], [-1.43, 1.10, -1.16], [-1.68, 0.46, 1.79], [-2.91, 1.38, 0.60], [0.31, -0.37, 1.49]]
}

{
  "formula": "C5H10O",
  "method": "wB97M-V/def2-TZVPD",
  "e_tot_ha": -271.62368,
  "orbital_gap_ev": [7.9, 7.9],
  "homo_ev": [-6.9, -6.8],
  "de_lowest_kj_mol": 338.51,
  "lumo_energy_ev": [1.07, 1.04],
  "species": ["C", "C", "C", "C", "C", "O", "H", "H", "H", "H", "H", "H", "H", "H", "H", "H"],
  "positions_angstrom": [[1.64, 1.02, 0.34], [0.67, -1.00, -0.84], [1.17, -0.44, 0.45], [-1.62, -0.26, -0.99], [-1.94, 0.07, 0.43], [-0.49, -0.76, -1.39], [2.37, 1.13, -0.47], [0.80, 1.69, 0.12], [2.10, 1.36, 1.27], [1.37, -1.37, -1.58], [2.03, -1.06, 0.75], [0.44, -0.53, 1.26], [-2.38, -0.31, -1.76], [-3.01, 0.33, 0.49], [-1.77, -0.78, 1.10], [-1.38, 0.93, 0.83]]
}

{
  "formula": "C5H10O",
  "method": "wB97M-V/def2-TZVPD",
  "e_tot_ha": -271.58722,
  "orbital_gap_ev": 8.4,
  "homo_ev": -7.6,
  "de_lowest_kj_mol": 434.24,
  "lumo_energy_ev": 0.77,
  "species": ["C", "C", "C", "C", "C", "O", "H", "H", "H", "H", "H", "H", "H", "H", "H", "H"],
  "positions_angstrom": [[0.79, -1.49, -1.48], [0.86, -0.23, -0.64], [-0.77, -0.25, 0.32], [-1.24, 1.08, 0.79], [-0.46, 1.63, 1.83], [0.59, 1.11, 2.25], [1.75, -1.66, -1.97], [0.57, -2.36, -0.85], [0.02, -1.42, -2.25], [1.59, -0.24, 0.17], [1.06, 0.65, -1.27], [-1.41, -0.76, -0.38], [-0.33, -0.85, 1.12], [-2.09, 1.56, 0.33], [-0.12, 0.63, -0.21], [-0.81, 2.59, 2.26]]
}

{
  "formula": "C5H10O",
  "method": "wB97M-V/def2-TZVPD",
  "e_tot_ha": -271.63838,
  "orbital_gap_ev": 9.7,
  "homo_ev": -8.9,
  "de_lowest_kj_mol": 299.94,
  "lumo_energy_ev": 0.76,
  "species": ["C", "C", "C", "C", "C", "O", "H", "H", "H", "H", "H", "H", "H", "H", "H", "H"],
  "positions_angstrom": [[2.14, -0.02, -0.36], [1.01, -0.77, 0.41], [-0.36, -0.49, -0.25], [-2.14, 0.04, 0.44], [-0.62, 0.91, -0.44], [-0.19, 1.79, 0.31], [1.89, 1.04, -0.42], [3.09, -0.10, 0.17], [2.30, -0.40, -1.38], [1.26, -1.83, 0.46], [0.99, -0.35, 1.41], [-0.68, -1.23, -0.98], [-2.07, -0.19, 1.50], [-2.57, 1.07, 0.39], [-2.79, -0.59, -0.15], [-1.20, 1.09, -1.36]]
}

{
  "formula": "C5H10O",
  "method": "wB97M-V/def2-TZVPD",
  "e_tot_ha": -271.60372,
  "orbital_gap_ev": 9.2,
  "homo_ev": -8.2,
  "de_lowest_kj_mol": 390.92,
  "lumo_energy_ev": 0.98,
  "species": ["C", "C", "C", "C", "C", "O", "H", "H", "H", "H", "H", "H", "H", "H", "H", "H"],
  "positions_angstrom": [[1.41, -1.00, 0.05], [0.42, -0.06, 0.72], [0.30, 1.40, 0.19], [-1.18, 1.10, -0.08], [-1.07, -0.22, 0.45], [-1.37, -1.03, -1.19], [1.23, -2.04, 0.33], [1.37, -0.91, -1.04], [2.44, -0.75, 0.35], [0.57, -0.08, 1.80], [0.50, 2.15, 0.96], [0.92, 1.64, -0.68], [-2.02, 1.78, 0.01], [-1.28, 0.18, -1.21], [-1.77, -0.85, 1.00], [-0.59, -1.48, -1.56]]
}

{
  "formula": "C5H10O",
  "method": "wB97M-V/def2-TZVPD",
  "e_tot_ha": -271.71673,
  "smiles": "CCC1(O)CC1",
  "orbital_gap_ev": 11.0,
  "homo_ev": -10.0,
  "de_lowest_kj_mol": 94.22,
  "lumo_energy_ev": 1.03,
  "species": ["C", "C", "C", "O", "C", "C", "H", "H", "H", "H", "H", "H", "H", "H", "H", "H"],
  "positions_angstrom": [[2.05, 0.18, 0.11], [0.80, -0.22, -0.68], [-0.45, -0.26, 0.18], [-0.37, -1.13, 1.28], [-1.22, 0.99, 0.43], [-1.80, -0.09, -0.45], [2.93, 0.19, -0.53], [2.22, -0.53, 0.93], [1.93, 1.18, 0.56], [0.95, -1.20, -1.14], [0.64, 0.49, -1.50], [-0.66, -2.00, 0.96], [-1.66, 1.11, 1.42], [-0.88, 1.91, -0.04], [-2.61, -0.68, -0.02], [-1.87, 0.07, -1.52]]
}

{
  "formula": "C5H10O",
  "method": "wB97M-V/def2-TZVPD",
  "e_tot_ha": -271.50536,
  "orbital_gap_ev": 9.6,
  "homo_ev": -9.6,
  "de_lowest_kj_mol": 649.18,
  "lumo_energy_ev": 0.06,
  "species": ["C", "C", "C", "C", "C", "H", "H", "H", "H", "H", "H", "H", "H", "H", "H", "O"],
  "positions_angstrom": [[0.44, 1.78, 0.28], [-0.35, 0.59, -0.43], [0.02, 0.37, -2.00], [0.03, -0.67, 0.44], [-1.23, -1.39, 1.26], [0.13, 1.95, 1.28], [0.02, 2.65, -0.30], [1.58, 1.73, 0.16], [-1.43, 0.74, -0.40], [1.10, 0.44, -2.18], [-0.50, 1.20, -2.68], [-0.62, -0.57, -2.29], [-2.53, -0.87, 0.44], [-1.07, -0.62, 2.42], [-1.00, -2.83, 1.43], [1.36, -0.99, 0.60]]
}

{
  "formula": "C5H10O",
  "method": "wB97M-V/def2-TZVPD",
  "e_tot_ha": -271.58089,
  "orbital_gap_ev": 9.3,
  "homo_ev": -8.6,
  "de_lowest_kj_mol": 450.88,
  "lumo_energy_ev": 0.78,
  "species": ["C", "C", "C", "C", "O", "C", "H", "H", "H", "H", "H", "H", "H", "H", "H", "H"],
  "positions_angstrom": [[2.05, 0.53, 0.18], [0.95, -0.15, -0.62], [-0.29, -0.40, 0.24], [-1.57, -0.81, -0.48], [-2.51, 0.03, 0.25], [-0.94, 0.88, 0.77], [2.35, -0.07, 1.04], [1.71, 1.50, 0.55], [2.95, 0.70, -0.43], [1.31, -1.11, -1.03], [0.66, 0.48, -1.47], [-0.05, -1.13, 1.03], [-1.88, -1.85, -0.36], [-1.57, -0.55, -1.54], [-1.02, 0.91, 1.86], [-2.13, 1.02, 0.02]]
}

{
  "formula": "C5H10O",
  "method": "wB97M-V/def2-TZVPD",
  "e_tot_ha": -271.73532,
  "smiles": "C[C@H]1CCOC1",
  "orbital_gap_ev": 10.7,
  "homo_ev": -9.6,
  "de_lowest_kj_mol": 45.40,
  "lumo_energy_ev": 1.13,
  "species": ["C", "C", "C", "C", "O", "C", "H", "H", "H", "H", "H", "H", "H", "H", "H", "H"],
  "positions_angstrom": [[1.89, 0.08, 0.01], [0.42, 0.49, 0.14], [-0.42, 0.08, -1.08], [-1.78, -0.26, -0.46], [-1.47, -0.84, 0.79], [-0.31, -0.21, 1.31], [2.39, 0.68, -0.75], [2.42, 0.21, 0.96], [1.97, -0.98, -0.28], [0.37, 1.58, 0.27], [-0.48, 0.86, -1.84], [0.01, -0.82, -1.53], [-2.35, -0.99, -1.04], [-2.40, 0.64, -0.33], [-0.59, 0.49, 2.11], [0.33, -0.99, 1.73]]
}

{
  "formula": "C5H10O",
  "method": "wB97M-V/def2-TZVPD",
  "e_tot_ha": -271.70632,
  "smiles": "C=CC(C)(C)O",
  "orbital_gap_ev": 10.6,
  "homo_ev": -9.6,
  "de_lowest_kj_mol": 121.56,
  "lumo_energy_ev": 0.91,
  "species": ["C", "C", "C", "C", "C", "O", "H", "H", "H", "H", "H", "H", "H", "H", "H", "H"],
  "positions_angstrom": [[-2.34, -0.06, -0.11], [-1.15, 0.25, 0.38], [0.22, -0.06, -0.15], [1.01, -0.90, 0.85], [0.97, 1.21, -0.46], [0.01, -0.90, -1.28], [-2.35, -0.59, -1.09], [-3.24, 0.11, 0.52], [-1.20, 0.88, 1.23], [0.48, -1.88, 0.99], [2.10, -1.07, 0.49], [1.15, -0.38, 1.80], [1.28, 1.76, 0.50], [0.30, 1.87, -1.01], [1.88, 1.09, -1.12], [0.89, -1.32, -1.56]]
}

{
  "formula": "C5H10O",
  "method": "wB97M-V/def2-TZVPD",
  "e_tot_ha": -271.69066,
  "smiles": "OC1CCCC1",
  "orbital_gap_ev": 10.9,
  "homo_ev": -9.9,
  "de_lowest_kj_mol": 162.67,
  "lumo_energy_ev": 0.99,
  "species": ["O", "C", "C", "C", "C", "C", "H", "H", "H", "H", "H", "H", "H", "H", "H", "H"],
  "positions_angstrom": [[0.82, 0.00, -2.16], [0.24, -0.16, -0.91], [-0.84, 0.83, -0.53], [-0.96, 0.41, 0.97], [0.20, -0.85, 1.22], [1.24, -0.30, 0.24], [0.12, 0.18, -2.80], [-0.31, -1.10, -0.74], [-0.54, 1.87, -0.74], [-1.75, 0.64, -1.12], [-2.02, 0.37, 1.28], [-0.55, 1.26, 1.56], [0.39, -0.84, 2.28], [0.19, -1.95, 0.96], [1.72, 0.61, 0.61], [2.04, -0.97, -0.13]]
}

{
  "formula": "C5H10O",
  "method": "wB97M-V/def2-TZVPD",
  "e_tot_ha": -271.74834,
  "smiles": "CCCC(C)=O",
  "orbital_gap_ev": 10.5,
  "homo_ev": -9.5,
  "de_lowest_kj_mol": 11.22,
  "lumo_energy_ev": 1.01,
  "species": ["C", "C", "C", "C", "C", "O", "H", "H", "H", "H", "H", "H", "H", "H", "H", "H"],
  "positions_angstrom": [[1.46, -1.67, 0.10], [1.38, -0.17, -0.15], [0.17, 0.48, 0.54], [-1.15, 0.15, -0.14], [-2.06, 1.34, -0.33], [-1.45, -0.95, -0.51], [1.58, -1.87, 1.16], [2.32, -2.09, -0.42], [0.56, -2.16, -0.26], [1.32, 0.02, -1.22], [2.28, 0.32, 0.23], [0.30, 1.56, 0.58], [0.10, 0.11, 1.57], [-1.59, 2.05, -1.02], [-3.01, 1.02, -0.74], [-2.21, 1.85, 0.62]]
}